Entry 1:
# C4H9N2

2 unconnected molecules or ions with the total composition C4H9N2 in a non-equilibrium geometry (ωB97M-V with the def2-TZVPD basis set, OMol25).

Last column: Mulliken charge in e.
Cartesian coordinates (Å):
C1 1.4763 -0.3972 0.4797  -0.322
C2 -0.8511 1.4218 0.2693  -0.309
C3 -0.8211 0.0652 -0.2765  0.539
C4 -1.1954 -1.3283 -0.1821  -0.987
N1 2.6199 0.2713 0.5453  -0.206
N2 -0.8266 0.9577 -1.1557  -0.121
H1 1.3028 -1.0902 1.2941  0.198
H2 -1.8305 1.8027 0.5040  0.264
H3 0.0114 1.9324 0.7222  0.254
H4 -1.3412 -1.9298 -1.1367  0.310
H5 -2.1327 -1.3550 0.3790  0.322
H6 -0.5208 -1.9183 0.4430  0.273
H7 3.1890 0.1512 1.3739  0.259
H8 -0.9925 1.0113 -2.1352  0.269
H9 2.9535 0.8226 -0.1953  0.259

- Charge: +1
- LUMO energy: -3.80 eV
- ΔE to the lowest compared entry with this formula, charge and spin: 5.130 eV



Entry 2:
# C4H9N2

2 unconnected molecules or ions with the total composition C4H9N2 in a non-equilibrium geometry (ωB97M-V with the def2-TZVPD basis set, OMol25).

Last column: Mulliken charge in e.
Cartesian coordinates (Å):
C1 0.5789 -0.0267 0.1909  0.598
C2 1.0066 -0.0377 1.5615  -1.043
C3 -1.8492 0.3814 -0.9373  -0.646
C4 1.4726 -0.1555 -0.8887  -1.064
N1 -2.0037 -0.9922 1.0813  -0.447
N2 -1.5502 -0.3618 0.2112  0.580
H1 0.0036 -0.3462 2.1778  0.276
H2 1.3626 0.8860 2.0508  0.332
H3 1.8438 -0.6910 1.7729  0.359
H4 -2.9457 0.5934 -1.0187  0.345
H5 -1.2833 1.3104 -0.8888  0.313
H6 -1.6782 -0.2539 -1.8315  0.330
H7 0.9405 -0.5646 -1.8043  0.272
H8 1.7431 0.9042 -1.0231  0.362
H9 2.3587 -0.6457 -0.6539  0.433

- Charge: +1
- LUMO energy (spin up / spin down): -5.63 / -5.63 eV
- ΔE to the lowest compared entry with this formula, charge and spin: 6.478 eV



Entry 3:
# C4H9N2

A molecular structure, C4H9N2 in a non-equilibrium geometry (ωB97M-V with the def2-TZVPD basis set, OMol25).

Last column: Mulliken charge in e.
Cartesian coordinates (Å):
C1 -1.0278 -0.9685 -0.9405  0.077
C2 1.6394 -1.0258 -0.0207  -1.310
C3 -1.3696 1.7079 0.0354  -0.540
C4 0.7464 0.0379 0.5502  -0.144
N1 -1.4053 -1.0241 0.2238  -0.438
N2 -0.5518 0.0652 -0.1098  0.186
H1 -1.1494 -1.5531 -1.8048  0.444
H2 1.4911 -1.1158 -1.0470  0.395
H3 2.6851 -0.7579 0.1872  0.376
H4 1.5879 -2.0085 0.4875  0.351
H5 -0.6910 2.4247 -0.4514  0.289
H6 -2.4079 1.7476 -0.2578  0.336
H7 -1.2224 1.6010 1.1748  0.305
H8 1.1220 1.0365 0.3756  0.354
H9 0.5532 -0.1671 1.5975  0.320

- Charge: +1
- LUMO energy: -4.21 eV
- ΔE to the lowest compared entry with this formula, charge and spin: 5.506 eV